The following is a DFT calculation (ωB97M-V/def2-TZVPD) of 3 unconnected molecules or ions with the total composition C3H12O3S in a non-equilibrium geometry.

```
! RIJCOSX wB97M-V def2-TZVPD def2/J DEFGRID3
* xyz -1 2
C -0.7730 -0.3671 0.3790
O 0.4467 -0.8298 -0.3113
C -1.9074 0.0482 -0.5315
C -1.5775 0.9326 -1.6735
S -3.1661 1.5549 -2.5603
H -1.1152 -1.3447 0.9894
H -0.3998 0.5547 0.9422
H 0.1433 -1.6193 -0.7555
H -2.6248 -0.7570 -0.7769
H -2.5679 0.6074 0.1420
H -1.0572 0.4184 -2.4999
H -0.9610 1.7610 -1.4231
H -2.4764 2.4467 -3.3134
H 1.6217 -0.0978 2.7598
H 1.3782 -1.3968 2.4043
O 1.9125 -0.9359 3.0236
H 4.7464 -0.9241 0.8768
H 4.2286 0.1394 1.6003
O 4.1489 -0.1907 0.7281
*
```

The expectation value of S² is 0.75. For the electronic energy, the calculation gives -745.316950 a.u. The value obtained for the HOMO-LUMO gap (alpha / beta) is 0.08273 / 0.34169 Ha. For the energy above the lowest of the compared OMol25 structures with the same formula, charge and spin, the calculation gives 1.308 eV. For the largest force on an atom, the calculation gives 2.702 eV Å⁻¹.

Here are the natural (NBO) charges for atoms 1 to 2, given in e: C -0.42; O -0.82

***

The following is a DFT calculation (ωB97M-V/def2-TZVPD) of C5H10N2 in the gas phase in a non-equilibrium geometry.

```
! RIJCOSX wB97M-V def2-TZVPD def2/J DEFGRID3
* xyz 0 1
C 1.2338 0.8159 1.6556
C 0.7790 -0.2620 1.0555
C 0.2183 -0.2985 -0.3604
N 0.8000 -1.0765 -1.5037
C -1.2482 -0.8397 -0.1196
N -1.8138 0.6275 -0.2534
C -0.5576 0.9387 -0.9692
H 1.2465 1.7652 0.9970
H 1.3970 0.8123 2.8576
H 0.6899 -1.3565 1.7036
H 1.3741 -1.9744 -1.1172
H 1.5484 -0.5624 -1.8007
H -1.3984 -1.2793 0.7589
H -1.8191 -1.3503 -0.9283
H -1.6440 1.1492 0.5963
H -0.0307 1.7800 -0.4426
H -0.7752 1.1107 -2.1294
*
```

The SMILES is C=CC1(N)CNC1. For the electronic energy, the calculation gives -305.861614 a.u. The value obtained for the HOMO-LUMO gap is 0.36943 Ha. For the energy above the lowest of the compared OMol25 structures with the same formula, charge and spin, the calculation gives 4.415 eV. For the largest force on an atom, the calculation gives 5.161 eV Å⁻¹.

Here are the natural (NBO) charges for atoms 1 to 2, given in e: C -0.42; C -0.20

***

The following is a DFT calculation (ωB97M-V/def2-TZVPD) of a molecular structure, C9H19CsNO in a non-equilibrium geometry.

```
! RIJCOSX wB97M-V def2-TZVPD def2/J DEFGRID3
* xyz 0 2
Cs -1.8616 2.3706 2.9431
C 1.7810 0.7763 -1.0031
C 0.4497 1.1530 -0.4253
C -0.6584 0.9650 -1.5523
C -1.1355 -0.4713 -1.8389
C -1.3359 -1.2325 -0.5496
C -0.3107 -1.1000 0.6259
N 0.0742 0.3547 0.7652
O 0.9057 0.5510 1.9109
C -1.0228 -1.5622 1.9484
C 0.9485 -1.9651 0.4975
C 0.3525 2.6204 0.0026
H 2.5121 0.2435 -0.3950
H 2.3799 1.6382 -1.2971
H 1.6002 0.0660 -1.8098
H -1.5768 1.4423 -1.2104
H -0.4107 1.5183 -2.4582
H -0.4060 -1.0312 -2.4240
H -1.9853 -0.4721 -2.5215
H -1.3353 -2.2974 -0.7821
H -2.3790 -1.0630 -0.2826
H -1.9524 -1.1082 2.2916
H -1.3046 -2.6128 1.8774
H -0.2365 -1.5573 2.7033
H 1.3153 -1.7308 -0.5018
H 1.8368 -1.8160 1.1113
H 0.7749 -3.0298 0.3415
H -0.5200 2.9278 0.5790
H 0.3615 3.3769 -0.7820
H 1.3196 2.7373 0.4917
H 1.8195 0.3084 1.7442
*
```

The expectation value of S² is 0.75. For the electronic energy, the calculation gives -504.296877 a.u. The value obtained for the HOMO-LUMO gap (alpha / beta) is 0.11626 / 0.34087 Ha. For the energy above the lowest of the compared OMol25 structures with the same formula, charge and spin, the calculation gives 0.477 eV. For the largest force on an atom, the calculation gives 2.625 eV Å⁻¹.

Here are the natural (NBO) charges for atoms 1 to 2, given in e: Cs 0.02; C -0.66